Density functional theory data (the ωB97M-V functional and the def2-TZVPD basis) for a single CHClN2O3S molecule at a distorted geometry.

```
9
Properties=species:S:1:pos:R:3:mulliken_charge:R:1
C 1.539 0.260 0.104 0.270
N 1.066 -0.723 -0.752 -0.076
N -0.033 -1.093 -0.980 0.000
O 1.848 0.116 1.246 -0.396
O -0.594 1.182 0.259 -0.469
O -1.536 -0.810 1.390 -0.442
S -1.208 -0.112 0.198 0.986
Cl -2.867 0.030 -0.955 -0.157
H 1.786 1.149 -0.511 0.282
```

HOMO energy   -10.2807 eV
LUMO   -0.95 eV
Maximum force   0.0522 hartree/bohr
Energy   -33530.26500 eV
Total charge   0


Density functional theory data (the ωB97M-V functional and the def2-TZVPD basis) for an isolated ion of composition CHClN4OP and charge -1 at a distorted geometry.

```
9
Properties=species:S:1:pos:R:3:mulliken_charge:R:1
C 1.236 -0.681 0.126 0.222
N -1.923 1.758 0.726 0.876
N -1.583 1.264 -0.272 -0.671
N 1.745 -0.880 -0.987 -0.448
N -2.417 2.179 1.630 -0.615
O -0.861 -0.955 -1.521 -0.488
P -0.804 -0.486 -0.164 0.181
Cl 1.868 -1.015 1.692 -0.264
H 2.739 -1.186 -1.231 0.206
```

HOMO energy   -3.3432 eV
LUMO   3.46 eV
Maximum force   0.0853 hartree/bohr
Energy   -30871.40896 eV
Total charge   -1


Density functional theory data (the ωB97M-V functional and the def2-TZVPD basis) for an isolated ion of composition CHClN4OP and charge -1 at a distorted geometry.

```
9
Properties=species:S:1:pos:R:3:mulliken_charge:R:1
C 0.222 0.414 0.269 0.501
N -0.767 2.202 -0.183 -0.285
N 0.366 1.718 0.356 -0.407
N -1.046 0.067 -0.165 -0.210
N -1.589 1.234 -0.420 -0.449
O -0.093 -2.170 0.248 -0.559
P 1.081 -1.070 0.830 0.070
Cl 2.453 -0.965 -0.782 -0.295
H -0.628 -1.429 -0.154 0.634
```

HOMO energy   -5.6086 eV
LUMO   3.72 eV
Maximum force   0.0614 hartree/bohr
Energy   -30874.02200 eV
Total charge   -1